Here is the molecule C4H7NO2 in a non-equilibrium geometry from OMol25. Energies are from wB97M-V/def2-TZVPD.

LUMO (alpha / beta)   -0.20 / -0.20 eV
Strongest force on any atom   0.092 Eh/bohr
DFT total energy   -361.6844 Eh
Molecular weight   101.1 g/mol
Highest occupied orbital energy (alpha / beta)   -8.26 / -8.26 eV
Kohn-Sham gap (alpha / beta)   8.06 / 8.06 eV
Energy relative to the best compared isomer or geometry (same formula, charge and spin)   123.3 kcal/mol

The geometry in ORCA input format:
```
! wB97M-V def2-TZVPD RIJCOSX def2/J DEFGRID3
* xyz 0 1
C 1.025 -0.470 -1.157
C -0.422 -0.400 -0.742
C -0.942 1.144 -0.273
O -2.045 1.578 -0.455
C -0.734 -0.667 0.687
N 0.069 -0.593 1.709
O 0.620 0.664 1.946
H 1.660 0.092 -0.473
H 1.148 -0.050 -2.156
H 1.371 -1.504 -1.153
H -1.136 -0.856 -1.428
H -0.068 1.810 -0.177
H -1.579 -1.327 0.855
H 1.033 0.579 2.817
*
```



Here is a cluster of 2 separate species, C2H4N2O2 in total in a non-equilibrium geometry from OMol25. Energies are from wB97M-V/def2-TZVPD.

LUMO (alpha / beta)   -1.24 / -2.16 eV
Strongest force on any atom   0.094 Eh/bohr
DFT total energy   -338.4344 Eh
Molecular weight   88.1 g/mol
Highest occupied orbital energy (alpha / beta)   -10.03 / -9.58 eV
Kohn-Sham gap (alpha / beta)   8.79 / 7.42 eV
Energy relative to the best compared isomer or geometry (same formula, charge and spin)   137.3 kcal/mol

The geometry in ORCA input format:
```
! wB97M-V def2-TZVPD RIJCOSX def2/J DEFGRID3
* xyz 0 1
C 2.022 0.583 -0.434
C -1.414 0.297 0.309
N 1.165 1.383 -0.500
N -0.376 -0.311 -0.537
O 2.675 -0.334 -0.211
O 0.081 -1.285 0.207
H 0.900 -1.510 -0.276
H -1.337 -0.174 1.302
H -1.301 1.331 0.320
H -2.414 0.022 -0.180
*
```



Here is a structure of composition C46H73BF4N6OP2Ti in a non-equilibrium geometry from OMol25. Energies are from wB97M-V/def2-TZVPD.

LUMO   -6.33 eV
Strongest force on any atom   0.062 Eh/bohr
DFT total energy   -4156.3806 Eh
Molecular weight   922.8 g/mol
Highest occupied orbital energy   -12.87 eV
Kohn-Sham gap   6.54 eV
Energy relative to the best compared isomer or geometry (same formula, charge and spin)   63.8 kcal/mol

The geometry in ORCA input format:
```
! wB97M-V def2-TZVPD RIJCOSX def2/J DEFGRID3
* xyz 2 1
Ti -0.155 0.347 1.147
C 0.557 -1.384 5.216
C 1.092 -0.125 4.547
N 1.465 -0.266 3.120
C 2.433 -1.371 2.920
C 1.893 -2.783 2.729
C 2.172 0.956 2.705
C 1.335 2.187 2.915
N 0.069 1.939 2.250
C -0.912 2.923 2.305
C -2.119 2.732 1.621
F -2.266 1.542 0.949
C -3.166 3.623 1.577
F -4.242 3.300 0.865
C -3.089 4.819 2.256
C -1.925 5.055 2.962
F -1.790 6.184 3.640
C -0.868 4.157 2.990
F 0.195 4.530 3.710
H -0.162 -1.905 4.582
H 0.060 -1.109 6.146
H 1.357 -2.074 5.473
H 1.975 0.215 5.106
H 0.332 0.653 4.613
H 3.158 -1.360 3.744
H 2.975 -1.118 2.014
H 1.506 -3.236 3.635
H 2.719 -3.411 2.389
H 1.122 -2.810 1.962
H 2.393 0.853 1.635
H 3.118 1.094 3.246
H 1.870 3.051 2.509
H 1.185 2.375 3.976
H -3.902 5.530 2.239
C -4.185 -0.206 3.498
C -2.889 -1.014 3.581
C -3.140 -2.356 4.269
C -1.861 -0.209 4.387
P -2.117 -1.221 1.869
C -0.925 -2.614 2.099
N 0.029 -2.573 1.012
B 0.771 -1.438 0.478
N 1.634 -2.019 -0.524
C 2.637 -1.554 -1.490
P 3.340 0.151 -1.232
C 3.431 0.724 -3.050
C 4.107 -0.231 -4.044
C 1.980 0.937 -3.502
C 4.121 2.093 -3.084
C 5.129 -0.250 -0.670
C 5.556 0.967 0.168
C 6.180 -0.462 -1.762
C 5.131 -1.530 0.192
C 1.376 -3.390 -0.595
C 1.913 -4.356 -1.437
C 1.477 -5.662 -1.291
C 0.528 -6.007 -0.331
C -0.016 -5.048 0.508
C 0.412 -3.735 0.358
C -3.359 -1.837 0.588
C -4.244 -2.948 1.149
C -4.215 -0.649 0.122
C -2.579 -2.392 -0.613
H -4.539 -0.003 4.511
H -4.976 -0.745 2.979
H -4.032 0.757 3.003
H -3.471 -2.160 5.291
H -2.242 -2.970 4.333
H -3.923 -2.932 3.778
H -2.275 0.029 5.369
H -1.614 0.734 3.893
H -0.945 -0.777 4.545
H -1.434 -3.576 2.123
H -0.421 -2.475 3.061
H 2.207 -1.614 -2.492
H 3.471 -2.255 -1.460
H 3.858 -1.278 -3.868
H 5.187 -0.131 -4.038
H 3.774 0.017 -5.054
H 1.337 0.077 -3.303
H 1.959 1.120 -4.579
H 1.563 1.813 -3.013
H 5.185 2.024 -2.864
H 3.676 2.783 -2.361
H 4.022 2.531 -4.080
H 6.621 0.904 0.400
H 5.011 1.023 1.110
H 5.392 1.900 -0.377
H 6.359 0.430 -2.359
H 5.927 -1.294 -2.416
H 7.123 -0.709 -1.268
H 4.145 -1.812 0.560
H 5.791 -1.402 1.052
H 5.509 -2.378 -0.380
H 2.647 -4.113 -2.192
H 1.882 -6.431 -1.935
H 0.203 -7.034 -0.241
H -0.747 -5.336 1.252
H -4.963 -2.576 1.877
H -3.663 -3.756 1.598
H -4.812 -3.377 0.322
H -4.548 -0.017 0.945
H -5.108 -1.029 -0.377
H -3.690 -0.022 -0.600
H -2.172 -3.384 -0.415
H -1.754 -1.743 -0.911
H -3.260 -2.475 -1.462
C -1.860 3.647 -6.102
C -1.625 2.311 -5.407
N -2.762 1.855 -4.612
C -3.997 1.506 -5.329
C -5.081 2.563 -5.144
C -2.713 1.561 -3.305
O -3.576 0.942 -2.693
C -1.546 2.056 -2.481
C -1.122 3.379 -2.437
C -0.143 3.739 -1.518
C 0.338 2.795 -0.637
N -0.119 1.530 -0.625
C -1.026 1.180 -1.544
H -0.962 3.931 -6.650
H -2.094 4.435 -5.385
H -2.679 3.580 -6.817
H -0.746 2.369 -4.768
H -1.425 1.547 -6.164
H -4.352 0.553 -4.939
H -3.749 1.384 -6.382
H -5.347 2.653 -4.092
H -5.973 2.272 -5.699
H -4.751 3.534 -5.510
H -1.540 4.114 -3.112
H 0.241 4.749 -1.482
H 1.116 3.041 0.073
H -1.374 0.152 -1.535
*
```



Here is a cluster of 2 separate species, C4H8F2N2 in total in a non-equilibrium geometry from OMol25. Energies are from wB97M-V/def2-TZVPD.

LUMO (alpha / beta)   0.44 / 0.44 eV
Strongest force on any atom   0.084 Eh/bohr
DFT total energy   -466.3078 Eh
Molecular weight   122.1 g/mol
Highest occupied orbital energy (alpha / beta)   -7.60 / -7.60 eV
Kohn-Sham gap (alpha / beta)   8.04 / 8.03 eV
Energy relative to the best compared isomer or geometry (same formula, charge and spin)   79.4 kcal/mol

The geometry in ORCA input format:
```
! wB97M-V def2-TZVPD RIJCOSX def2/J DEFGRID3
* xyz 0 1
C 1.973 -1.005 -0.271
C -2.310 0.241 0.390
C -0.025 0.408 -0.778
C -0.979 -0.507 0.051
N 2.495 -0.162 0.454
N 0.579 1.523 -0.282
F -0.431 -0.997 1.206
F -1.325 -1.570 -0.812
H 1.976 -2.089 -0.213
H -2.009 0.967 1.057
H -2.902 -0.581 0.908
H -2.607 0.651 -0.539
H 0.133 0.072 -1.840
H 3.082 -0.344 1.258
H 0.878 2.213 -1.009
H 1.474 1.178 0.420
*
```



Here is a structure of composition C26H34ErN10O4 in a non-equilibrium geometry from OMol25. Energies are from wB97M-V/def2-TZVPD.

LUMO (alpha / beta)   -8.25 / -8.10 eV
Strongest force on any atom   0.046 Eh/bohr
DFT total energy   -2873.8629 Eh
<S²>   3.752
Molecular weight   717.9 g/mol
Highest occupied orbital energy (alpha / beta)   -14.87 / -14.87 eV
Kohn-Sham gap (alpha / beta)   6.62 / 6.77 eV

The geometry in ORCA input format:
```
! wB97M-V def2-TZVPD RIJCOSX def2/J DEFGRID3
* xyz 3 4
Er -0.470 1.977 -1.522
C -0.011 3.438 -4.770
O 0.355 3.525 -3.381
C 1.705 4.066 -3.237
C 2.136 3.692 -1.820
O 1.852 2.314 -1.523
C 2.644 1.365 -2.259
C 1.770 0.120 -2.478
O 0.522 0.538 -3.058
C 0.023 -0.395 -4.038
H 0.187 4.370 -5.263
H -1.076 3.280 -4.835
H 0.458 2.600 -5.259
H 1.704 5.148 -3.336
H 2.347 3.629 -4.020
H 1.527 4.243 -1.113
H 3.197 3.915 -1.611
H 3.566 1.093 -1.713
H 2.933 1.744 -3.213
H 1.556 -0.363 -1.538
H 2.250 -0.642 -3.133
H -0.097 -1.379 -3.582
H 0.660 -0.441 -4.915
H -0.944 -0.063 -4.395
C 1.633 1.974 3.952
N 0.763 1.883 2.776
C 1.078 1.755 1.508
N -0.074 1.500 0.788
C -1.038 1.508 1.737
N -0.576 1.706 2.953
C 1.606 0.646 4.698
C 1.778 0.671 6.096
C 1.613 -0.503 6.822
C 1.366 -1.693 6.183
C 1.230 -1.712 4.802
C 1.298 -0.538 4.062
C 0.940 -2.954 4.117
N 1.175 -4.134 4.483
N 0.668 -4.970 3.511
C 0.228 -4.241 2.572
O 0.380 -2.909 2.863
C -0.406 -4.615 1.303
C -0.182 -5.788 0.668
C -0.778 -6.072 -0.534
C -1.739 -5.191 -1.027
C -2.043 -3.992 -0.355
C -3.223 -3.194 -0.821
N -2.790 -1.804 -1.279
C -2.060 -0.891 -0.702
N -2.083 0.240 -1.446
C -2.903 -0.117 -2.495
N -3.298 -1.351 -2.434
C -1.387 -3.755 0.830
H 1.336 2.873 4.523
H 2.613 2.259 3.612
H 2.073 1.807 1.117
H -2.096 1.320 1.554
H 2.062 1.563 6.639
H 1.753 -0.554 7.900
H 1.258 -2.570 6.782
H 1.228 -0.616 2.966
H 0.566 -6.462 1.090
H -0.504 -6.976 -1.079
H -2.211 -5.428 -1.976
H -3.995 -3.049 -0.047
H -3.745 -3.647 -1.666
H -1.583 -0.983 0.266
H -3.198 0.554 -3.272
H -1.641 -2.903 1.457
N -1.784 3.958 -0.946
N -2.353 3.404 -2.217
H -2.519 3.947 -0.235
H -1.611 4.937 -1.043
H -2.271 4.138 -2.939
H -3.347 3.198 -2.105
*
```



Here is a cluster of 2 separate species, C4H13N2O2P in total in a non-equilibrium geometry from OMol25. Energies are from wB97M-V/def2-TZVPD.

LUMO (alpha / beta)   -0.36 / 0.53 eV
Strongest force on any atom   0.061 Eh/bohr
DFT total energy   -761.4246 Eh
Molecular weight   152.1 g/mol
Highest occupied orbital energy (alpha / beta)   -7.50 / -7.53 eV
Kohn-Sham gap (alpha / beta)   7.14 / 8.06 eV
Energy relative to the best compared isomer or geometry (same formula, charge and spin)   97.3 kcal/mol

The geometry in ORCA input format:
```
! wB97M-V def2-TZVPD RIJCOSX def2/J DEFGRID3
* xyz 0 1
C -2.511 0.698 -1.157
C 0.040 0.747 2.809
C 2.155 -1.146 -2.076
C 0.903 -1.974 -0.224
N -1.933 0.853 0.190
N 0.446 1.495 1.617
O 0.189 1.814 -0.984
O 1.243 -2.101 -1.543
P -0.166 0.920 0.096
H -1.735 0.422 -1.897
H -3.327 -0.120 -1.137
H -2.966 1.621 -1.378
H 1.035 0.405 3.202
H -0.594 1.305 3.490
H -0.574 -0.184 2.555
H 2.191 -1.350 -3.189
H 3.195 -1.221 -1.407
H 1.750 -0.213 -1.825
H -0.072 -2.531 0.103
H 1.727 -1.689 0.348
H -2.215 0.055 0.743
H 1.219 2.195 1.664
*
```



The highest molecular weight belongs to which entry?
C46H73BF4N6OP2Ti